Entry 1:
Molecular formula: C36H84N12O12
Method: DFT, ωB97M-V/def2-TZVPD

Geometry (Å):
C 0.712 7.396 9.879
O -0.141 7.255 8.981
N 1.824 6.762 10.024
C 2.500 6.636 11.327
C 2.328 5.752 9.081
H 0.628 8.193 10.635
H 2.618 5.558 11.436
H 1.974 7.104 12.159
H 3.534 6.981 11.325
H 3.385 5.941 8.892
H 2.192 4.745 9.476
H 1.875 5.773 8.090
C 1.419 10.915 0.939
O 1.308 11.949 1.612
N 1.449 9.701 1.559
C 1.110 9.497 2.895
C 1.926 8.482 0.818
H 1.535 10.868 -0.154
H 0.166 8.959 2.977
H 0.903 10.447 3.388
H 1.933 9.097 3.488
H 2.907 8.227 1.219
H 1.222 7.694 1.086
H 1.995 8.586 -0.265
C 8.613 -0.125 4.938
O 7.701 -0.939 5.061
N 9.925 -0.343 5.201
C 10.487 -1.747 5.525
C 10.882 0.755 5.429
H 8.486 0.928 4.642
H 10.813 -1.816 6.562
H 11.302 -1.964 4.834
H 9.705 -2.505 5.463
H 11.936 0.488 5.349
H 10.618 1.539 4.718
H 10.614 1.237 6.369
C -4.641 -2.126 -6.942
O -4.970 -1.773 -5.785
N -5.484 -2.174 -8.060
C -6.862 -1.727 -7.868
C -5.058 -2.507 -9.393
H -3.609 -2.391 -7.219
H -7.033 -0.895 -8.551
H -7.071 -1.313 -6.881
H -7.617 -2.471 -8.123
H -4.071 -2.964 -9.310
H -5.722 -3.292 -9.754
H -5.049 -1.707 -10.133
C 0.055 -1.354 0.213
O 1.265 -1.226 -0.097
N -0.544 -0.765 1.285
C 0.184 0.039 2.209
C -1.943 -1.166 1.567
H -0.638 -1.945 -0.405
H 0.565 -0.588 3.014
H -0.270 0.957 2.582
H 1.015 0.523 1.694
H -2.546 -1.549 0.744
H -1.773 -1.846 2.402
H -2.585 -0.360 1.925
C -6.131 3.934 5.402
O -7.322 4.320 5.241
N -5.680 2.761 5.954
C -4.288 2.604 6.332
C -6.655 1.758 6.480
H -5.259 4.546 5.126
H -3.877 1.607 6.168
H -4.214 2.921 7.372
H -3.638 3.261 5.754
H -6.429 1.577 7.531
H -7.701 2.061 6.435
H -6.570 0.843 5.894
C 2.809 -6.391 -6.134
O 2.130 -6.224 -7.165
N 3.914 -7.194 -6.084
C 4.680 -7.475 -4.861
C 4.462 -7.903 -7.306
H 2.624 -5.907 -5.162
H 4.580 -8.531 -4.606
H 4.180 -7.041 -3.995
H 5.725 -7.189 -4.980
H 3.753 -7.850 -8.132
H 5.314 -7.277 -7.574
H 4.680 -8.957 -7.134
C -3.381 5.142 -2.239
O -3.464 5.797 -1.156
N -3.201 5.662 -3.498
C -2.987 4.762 -4.677
C -3.144 7.081 -3.793
H -3.521 4.050 -2.227
H -3.600 5.158 -5.487
H -3.291 3.744 -4.436
H -1.921 4.878 -4.878
H -2.115 7.409 -3.941
H -3.895 7.392 -4.519
H -3.487 7.608 -2.903
C -3.208 -8.719 -3.603
O -2.609 -7.900 -2.851
N -4.500 -8.659 -3.967
C -4.999 -9.664 -4.966
C -5.421 -7.647 -3.415
H -2.735 -9.538 -4.165
H -5.464 -9.231 -5.852
H -5.565 -10.387 -4.379
H -4.199 -10.314 -5.320
H -6.365 -8.068 -3.068
H -4.991 -6.966 -2.681
H -5.804 -7.081 -4.264
C 6.164 4.791 -4.210
O 6.972 5.517 -4.844
N 4.858 4.835 -4.440
C 3.971 3.939 -3.639
C 4.257 5.569 -5.626
H 6.439 4.066 -3.428
H 3.047 4.396 -3.286
H 4.432 3.427 -2.794
H 3.661 3.111 -4.277
H 4.935 6.331 -6.012
H 4.008 4.961 -6.495
H 3.246 5.896 -5.384
C 7.471 -6.501 2.160
O 7.497 -7.506 2.845
N 8.095 -6.299 0.965
C 8.972 -7.422 0.417
C 8.221 -4.886 0.412
H 7.073 -5.528 2.485
H 10.053 -7.381 0.552
H 9.009 -7.441 -0.673
H 8.592 -8.419 0.636
H 7.489 -4.188 0.819
H 9.175 -4.425 0.665
H 8.123 -4.903 -0.673
C -10.531 -3.501 -0.497
O -11.308 -3.571 -1.384
N -10.890 -3.572 0.794
C -9.946 -3.230 1.835
C -12.183 -4.217 1.202
H -9.459 -3.305 -0.653
H -10.480 -2.801 2.683
H -9.132 -2.573 1.530
H -9.425 -4.104 2.226
H -12.118 -5.114 1.818
H -12.874 -3.497 1.641
H -12.614 -4.626 0.289

## Properties
**Structure (SMILES)**: CN(C)C=O.CN(C)C=O.CN(C)C=O.CN(C)C=O.CN(C)C=O.CN(C)C=O.CN(C)C=O.CN(C)C=O.CN(C)C=O.CN(C)C=O.CN(C)C=O.CN(C)C=O
**2S+1**: 1
**Orbital gap**: 9.18 eV
**Energy relative to the best compared isomer or geometry (same formula, charge and spin)**: 1238.1 kJ/mol
**HOMO energy**: -0.3329 Ha
**Strongest force on any atom**: 0.0875 hartree/bohr
**Net charge**: 0

Atom charges from the Löwdin analysis, given in e for atoms 1 to 2: -0.38 -0.02

Entry 2:
Molecular formula: C36H84O12
Method: DFT, ωB97M-V/def2-TZVPD

Geometry (Å):
C -11.943 4.754 -0.218
C -10.613 5.508 -0.399
O -9.669 5.244 0.571
C -8.314 5.731 0.448
C -7.379 4.677 1.114
H -12.648 5.189 0.490
H -12.501 4.620 -1.145
H -11.592 3.755 0.039
H -10.160 5.005 -1.253
H -10.735 6.586 -0.511
H -8.075 5.878 -0.606
H -8.188 6.727 0.871
H -7.544 4.687 2.191
H -6.340 4.979 0.984
H -7.505 3.673 0.708
C 3.872 -9.681 2.306
C 4.233 -8.842 1.155
O 4.876 -7.676 1.635
C 5.434 -6.909 0.629
C 5.847 -5.589 1.330
H 3.342 -10.612 2.105
H 4.712 -9.932 2.954
H 3.275 -9.063 2.976
H 4.930 -9.487 0.619
H 3.411 -8.537 0.508
H 6.313 -7.416 0.232
H 4.685 -6.576 -0.090
H 6.388 -5.756 2.262
H 4.914 -5.096 1.606
H 6.448 -4.836 0.820
C -5.011 -6.607 -7.873
C -4.459 -6.533 -6.479
O -4.079 -7.790 -6.035
C -3.410 -7.861 -4.763
C -3.128 -9.377 -4.430
H -4.250 -6.704 -8.648
H -5.821 -7.333 -7.810
H -5.517 -5.689 -8.172
H -3.605 -5.863 -6.381
H -5.217 -6.097 -5.828
H -2.417 -7.412 -4.767
H -4.122 -7.527 -4.008
H -2.491 -9.775 -5.220
H -3.938 -10.096 -4.553
H -2.635 -9.435 -3.459
C 7.872 8.842 3.170
C 7.910 9.656 1.926
O 8.829 8.967 1.095
C 9.122 9.653 -0.124
C 10.339 10.516 -0.044
H 7.020 9.216 3.738
H 7.691 7.781 2.999
H 8.801 8.894 3.739
H 6.943 9.818 1.450
H 8.321 10.665 1.971
H 9.221 8.845 -0.850
H 8.315 10.314 -0.439
H 11.229 9.892 0.036
H 10.309 11.327 0.684
H 10.499 10.902 -1.050
C -8.617 -1.012 -4.153
C -7.727 -0.381 -3.042
O -6.382 -0.504 -3.382
C -5.816 0.408 -4.400
C -4.776 1.266 -3.716
H -8.546 -2.099 -4.183
H -9.680 -0.839 -3.985
H -8.225 -0.660 -5.107
H -8.013 0.666 -2.935
H -7.961 -0.781 -2.055
H -5.279 -0.122 -5.187
H -6.623 1.007 -4.822
H -4.024 0.714 -3.152
H -5.315 1.973 -3.085
H -4.152 1.783 -4.446
C 6.550 6.677 -6.511
C 5.925 8.056 -6.896
O 6.755 9.243 -6.926
C 7.610 9.248 -8.070
C 8.878 10.027 -7.642
H 5.729 5.961 -6.466
H 7.089 6.319 -7.388
H 7.171 6.617 -5.617
H 5.293 7.948 -7.778
H 5.103 8.329 -6.235
H 7.918 8.249 -8.378
H 7.092 9.659 -8.935
H 9.313 9.484 -6.803
H 8.727 11.075 -7.386
H 9.568 9.936 -8.481
O 2.047 -0.620 7.803
C 1.194 -1.312 7.349
O 1.310 -2.561 6.886
C 2.545 -3.325 7.006
C 2.620 -3.902 8.431
C -0.219 -0.733 7.276
H 3.408 -2.663 6.937
H 2.612 -4.133 6.278
H 1.876 -4.699 8.468
H 2.477 -3.187 9.241
H 3.595 -4.354 8.614
H -0.366 0.009 6.492
H -0.421 -0.102 8.141
H -0.928 -1.543 7.104
O -3.419 -8.825 6.357
C -3.705 -7.647 6.360
O -3.857 -6.846 7.297
C -3.394 -7.219 8.606
C -4.263 -8.315 9.273
C -3.812 -6.978 5.000
H -3.388 -6.359 9.276
H -2.375 -7.607 8.592
H -4.186 -9.274 8.760
H -5.294 -7.978 9.159
H -4.015 -8.342 10.334
H -4.714 -6.373 4.910
H -3.841 -7.731 4.212
H -2.933 -6.359 4.824
O 2.480 0.289 -0.695
C 1.599 0.270 0.124
O 1.276 1.161 1.002
C 2.002 2.443 1.041
C 2.023 3.182 -0.282
C 0.646 -0.804 0.258
H 3.058 2.252 1.231
H 1.470 3.054 1.770
H 0.972 3.456 -0.383
H 2.534 2.655 -1.087
H 2.584 4.088 -0.051
H -0.367 -0.497 0.520
H 1.151 -1.413 1.008
H 0.638 -1.603 -0.482

## Properties
**Structure (SMILES)**: CCOC(C)=O.CCOC(C)=O.CCOC(C)=O.CCOCC.CCOCC.CCOCC.CCOCC.CCOCC.CCOCC
**2S+1**: 1
**Orbital gap**: 9.88 eV
**HOMO energy**: -0.3499 Ha
**Strongest force on any atom**: 0.1272 hartree/bohr
**Net charge**: 0

Atom charges from the Löwdin analysis, given in e for atoms 1 to 2: -0.07 -0.31

Entry 3:
Molecular formula: C36H84O36S9
Method: DFT, ωB97M-V/def2-TZVPD

Geometry (Å):
O -2.448 5.041 2.698
S -1.144 4.865 3.323
O -0.963 4.989 4.713
O -0.510 3.506 2.808
C -1.347 2.287 2.786
C -1.156 1.593 4.092
C -0.015 5.954 2.520
H -1.050 1.718 1.886
H -2.403 2.609 2.633
H -1.526 2.125 4.932
H -0.072 1.337 4.369
H -1.740 0.641 4.149
H -0.058 7.016 2.858
H -0.227 5.990 1.466
H 0.960 5.515 2.645
O 1.057 -2.340 -6.279
S 1.002 -1.809 -4.949
O 1.971 -2.202 -3.966
O 1.057 -0.255 -4.901
C 0.189 0.584 -5.835
C 1.008 1.025 -6.970
C -0.493 -2.250 -4.194
H -0.247 1.392 -5.260
H -0.673 -0.079 -6.118
H 0.454 1.828 -7.452
H 1.223 0.307 -7.737
H 1.913 1.507 -6.660
H -0.545 -3.387 -4.315
H -1.301 -1.768 -4.725
H -0.396 -1.938 -3.171
O -7.393 -2.167 -2.566
S -7.370 -0.900 -3.283
O -8.114 0.152 -2.672
O -5.931 -0.437 -3.513
C -4.880 -1.494 -3.799
C -4.316 -2.067 -2.460
C -7.957 -1.142 -4.939
H -4.220 -0.956 -4.471
H -5.380 -2.321 -4.298
H -3.969 -1.247 -1.850
H -3.487 -2.734 -2.675
H -5.065 -2.650 -1.969
H -8.549 -0.246 -5.277
H -8.475 -2.097 -4.978
H -7.079 -1.273 -5.647
O 1.406 4.520 0.352
S 1.239 3.316 -0.363
O 0.218 2.445 0.083
O 0.781 3.560 -1.916
C 0.853 4.966 -2.429
C 0.493 4.964 -3.830
C 2.695 2.434 -0.547
H 1.812 5.351 -2.180
H 0.108 5.639 -2.015
H 1.314 4.613 -4.455
H 0.417 5.999 -4.177
H -0.418 4.403 -4.034
H 2.430 1.634 -1.195
H 2.877 1.987 0.488
H 3.549 3.078 -0.830
O -2.309 3.332 -3.923
S -3.328 2.367 -3.700
O -3.341 1.168 -4.437
O -3.439 1.892 -2.188
C -2.787 2.742 -1.077
C -3.824 3.024 0.039
C -4.957 3.144 -3.878
H -2.437 3.711 -1.548
H -1.910 2.161 -0.777
H -3.355 3.458 0.941
H -4.311 2.117 0.314
H -4.580 3.679 -0.385
H -5.677 2.509 -3.339
H -5.197 3.394 -4.894
H -4.920 4.024 -3.214
O -2.576 -2.256 2.577
S -2.873 -2.761 3.869
O -2.896 -4.182 4.063
O -1.954 -2.139 4.963
C -0.549 -2.490 4.990
C 0.044 -1.826 6.176
C -4.375 -2.034 4.445
H -0.161 -2.113 4.071
H -0.425 -3.607 4.969
H -0.160 -2.446 7.002
H -0.135 -0.788 6.346
H 1.142 -1.867 6.124
H -4.260 -1.112 5.039
H -4.789 -2.819 5.055
H -5.084 -1.962 3.591
O 4.439 -7.052 -2.474
S 5.020 -5.899 -1.806
O 5.780 -4.916 -2.519
O 3.823 -5.219 -1.070
C 2.721 -4.667 -1.909
C 2.069 -3.626 -1.023
C 6.089 -6.308 -0.531
H 2.139 -5.497 -2.170
H 3.133 -4.209 -2.790
H 1.703 -2.813 -1.648
H 2.758 -3.136 -0.359
H 1.342 -4.205 -0.445
H 6.300 -5.582 0.234
H 6.984 -6.521 -1.085
H 5.795 -7.246 0.061
O 3.297 -1.392 5.728
S 3.326 -1.374 4.281
O 2.096 -1.423 3.606
O 4.064 -0.035 3.936
C 4.000 0.493 2.531
C 5.221 1.315 2.309
C 4.359 -2.595 3.730
H 3.030 1.004 2.496
H 3.870 -0.294 1.790
H 5.239 1.570 1.281
H 6.133 0.713 2.398
H 5.222 2.176 2.841
H 4.281 -2.737 2.687
H 4.064 -3.435 4.349
H 5.390 -2.323 4.040
O 4.658 -1.505 -0.286
S 5.291 -0.540 -1.169
O 4.966 0.819 -1.140
O 6.851 -0.615 -0.992
C 7.468 -1.688 -0.186
C 8.830 -1.172 0.220
C 4.972 -1.149 -2.746
H 7.437 -2.659 -0.757
H 6.757 -1.766 0.598
H 9.550 -1.286 -0.652
H 9.205 -1.813 0.983
H 8.779 -0.117 0.488
H 5.319 -2.257 -2.758
H 5.496 -0.470 -3.371
H 3.895 -1.167 -2.947
C 1.641 2.821 6.003
C 2.059 4.214 6.371
O 2.446 4.800 5.112
C 2.893 3.793 4.326
O 3.342 3.804 3.222
O 2.598 2.615 4.897
H 0.629 2.827 5.562
H 1.854 2.058 6.709
H 2.877 4.062 7.050
H 1.305 4.862 6.743
C -6.911 -2.426 0.621
C -8.203 -1.655 0.596
O -7.830 -0.246 0.497
C -6.570 -0.201 -0.080
O -5.994 0.753 -0.460
O -5.989 -1.468 0.023
H -6.908 -3.261 -0.074
H -6.604 -2.728 1.651
H -8.797 -1.811 1.457
H -8.737 -1.946 -0.306
C -1.682 -1.054 -0.064
C -0.728 -1.225 1.120
O 0.497 -0.810 0.556
C 0.452 -0.581 -0.780
O 1.385 -0.280 -1.464
O -0.821 -0.638 -1.198
H -2.376 -0.226 0.099
H -2.069 -1.932 -0.449
H -0.633 -2.316 1.334
H -0.977 -0.640 2.049

## Properties
**Structure (SMILES)**: CCOS(C)(=O)=O.CCOS(C)(=O)=O.CCOS(C)(=O)=O.CCOS(C)(=O)=O.CCOS(C)(=O)=O.CCOS(C)(=O)=O.CCOS(C)(=O)=O.CCOS(C)(=O)=O.CCOS(C)(=O)=O.O=C1OCCO1.O=C1OCCO1.O=C1OCCO1
**2S+1**: 1
**Orbital gap**: 10.78 eV
**HOMO energy**: -0.3870 Ha
**Strongest force on any atom**: 0.0727 hartree/bohr
**Net charge**: 0

Atom charges from the Löwdin analysis, given in e for atoms 1 to 2: -0.30 0.57